C7H5ClO3 | ωB97M-V/def2-TZVPD

Computed properties:
- E_LUMO: -0.05 eV
- Relative energy (zero: lowest compared OMol25 entry of this formula, charge and spin): 16.81 kJ/mol
- Largest force on an atom: 2.1 eV/Å
- Charge: 0
- SMILES string: O=C(OO)c1cccc(Cl)c1

Bonds (Å) are listed after each position.
Geometry (Å):
1 C -0.222 0.825 1.948  C5 1.355, Cl9 1.771, C15 1.388
2 C 0.723 -0.979 0.105  H10 1.085, C12 1.384, C16 1.403
3 H 1.858 -1.781 1.774  C12 1.098
4 O -0.378 -0.534 -3.862  H8 1.006, O11 1.412
5 C 0.629 -0.154 2.340  C1 1.355, C12 1.364, H14 1.083
6 O -1.325 1.089 -2.048  C13 1.220
7 H -1.246 1.697 0.302  C15 1.059
8 H -0.909 0.319 -3.808  O4 1.006
9 Cl -0.975 2.022 3.014  C1 1.771
10 H 1.069 -1.678 -0.648  C2 1.085
11 O -0.017 -0.725 -2.511  O4 1.412, C13 1.348
12 C 1.137 -1.030 1.425  C2 1.384, H3 1.098, C5 1.364
13 C -0.582 0.188 -1.696  O6 1.220, O11 1.348, C16 1.456
14 H 0.977 -0.223 3.364  C5 1.083
15 C -0.580 0.933 0.612  C1 1.388, H7 1.059, C16 1.359
16 C -0.158 0.031 -0.312  C2 1.403, C13 1.456, C15 1.359